No. 1
{
  "formula": "C36H84B3F3N4O15",
  "method": "ωB97M-V/def2-TZVPD",
  "symbols": ["C", "C", "O", "C", "C", "O", "C", "C", "O", "C", "B", "O", "B", "C", "C", "O", "O", "B", "C", "C", "C", "F", "F", "F", "O", "H", "H", "H", "H", "H", "H", "H", "H", "H", "H", "H", "H", "H", "H", "H", "H", "H", "H", "H", "H", "H", "H", "H", "H", "C", "O", "C", "C", "N", "C", "C", "O", "C", "H", "H", "H", "H", "H", "H", "H", "H", "H", "H", "H", "H", "H", "H", "H", "C", "O", "C", "C", "N", "C", "C", "O", "C", "H", "H", "H", "H", "H", "H", "H", "H", "H", "H", "H", "H", "H", "H", "H", "C", "O", "C", "C", "N", "C", "C", "O", "C", "H", "H", "H", "H", "H", "H", "H", "H", "H", "H", "H", "H", "H", "H", "H", "C", "O", "C", "C", "N", "C", "C", "O", "C", "H", "H", "H", "H", "H", "H", "H", "H", "H", "H", "H", "H", "H", "H", "H"],
  "coordinates": [[2.11, -1.85, 3.47], [1.87, -2.26, 2.05], [0.64, -1.72, 1.58], [0.50, -1.83, 0.18], [0.73, -0.49, -0.52], [0.23, 0.59, 0.23], [1.23, 1.31, 0.91], [0.71, 1.88, 2.26], [-0.69, 1.92, 2.32], [-1.23, 0.78, 2.97], [-2.76, 0.98, 3.24], [-3.53, -0.18, 3.32], [-4.56, 0.02, 2.40], [-4.77, -0.85, 1.11], [-5.20, -2.31, 1.37], [-4.05, -3.13, 1.55], [-5.36, 1.12, 2.68], [-4.51, 2.22, 2.56], [-4.85, 3.31, 1.50], [-3.85, 4.49, 1.42], [-3.00, 4.45, 0.20], [-2.15, 3.46, 0.20], [-2.34, 5.59, 0.07], [-3.73, 4.33, -0.91], [-3.38, 2.22, 3.36], [2.97, -2.37, 3.88], [2.31, -0.79, 3.55], [1.26, -2.06, 4.11], [2.67, -1.87, 1.42], [1.82, -3.35, 1.96], [-0.47, -2.25, -0.09], [1.25, -2.54, -0.17], [1.78, -0.36, -0.76], [0.23, -0.54, -1.48], [1.63, 2.13, 0.31], [2.07, 0.66, 1.17], [1.13, 1.29, 3.07], [1.10, 2.89, 2.35], [-1.14, -0.06, 2.27], [-0.69, 0.50, 3.88], [-3.81, -0.87, 0.59], [-5.45, -0.31, 0.46], [-5.72, -2.66, 0.49], [-5.83, -2.34, 2.25], [-3.82, -3.52, 0.71], [-5.87, 3.66, 1.63], [-4.84, 2.80, 0.53], [-3.25, 4.56, 2.31], [-4.43, 5.40, 1.30], [0.60, 2.56, -7.42], [0.99, 3.54, -6.48], [0.04, 4.59, -6.30], [-0.62, 4.48, -4.94], [-1.51, 3.33, -4.89], [-1.99, 2.98, -3.56], [-0.96, 2.54, -2.52], [-0.34, 1.29, -2.80], [0.76, 1.35, -3.69], [1.47, 1.92, -7.60], [-0.21, 1.93, -7.04], [0.30, 3.01, -8.37], [-0.70, 4.61, -7.10], [0.60, 5.53, -6.35], [-1.20, 5.39, -4.75], [0.18, 4.42, -4.19], [-1.04, 2.52, -5.28], [-2.70, 2.15, -3.68], [-2.55, 3.82, -3.16], [-1.49, 2.39, -1.58], [-0.20, 3.31, -2.32], [1.31, 2.28, -3.60], [0.44, 1.20, -4.72], [1.43, 0.52, -3.44], [-0.66, -2.54, -9.88], [0.57, -2.34, -9.22], [0.67, -1.10, -8.53], [0.67, -1.30, -7.03], [-0.64, -1.73, -6.55], [-0.66, -2.19, -5.16], [0.17, -3.42, -4.80], [-0.29, -4.63, -5.37], [0.15, -4.89, -6.69], [-0.56, -3.42, -10.51], [-1.48, -2.72, -9.18], [-0.91, -1.68, -10.52], [-0.12, -0.40, -8.84], [1.63, -0.66, -8.82], [0.93, -0.35, -6.54], [1.45, -2.03, -6.79], [-0.97, -2.48, -7.14], [-1.70, -2.41, -4.92], [-0.35, -1.36, -4.52], [0.09, -3.55, -3.72], [1.24, -3.28, -5.00], [1.15, -4.48, -6.88], [-0.56, -4.50, -7.42], [0.19, -5.97, -6.82], [-1.88, -2.81, 3.91], [-1.08, -3.20, 5.02], [-1.72, -3.04, 6.28], [-2.04, -4.39, 6.90], [-3.10, -5.06, 6.16], [-3.29, -6.47, 6.52], [-2.13, -7.43, 6.27], [-1.85, -7.66, 4.91], [-1.01, -6.70, 4.29], [-1.24, -2.79, 3.03], [-2.69, -3.52, 3.73], [-2.30, -1.81, 4.05], [-2.62, -2.42, 6.20], [-1.01, -2.52, 6.93], [-2.36, -4.24, 7.93], [-1.11, -4.97, 6.91], [-2.90, -5.01, 5.17], [-4.15, -6.83, 5.96], [-3.56, -6.52, 7.58], [-2.44, -8.40, 6.68], [-1.22, -7.15, 6.82], [-0.28, -6.29, 4.99], [-1.59, -5.90, 3.84], [-0.47, -7.21, 3.49], [4.42, 6.38, 3.83], [5.74, 6.00, 3.52], [6.42, 5.33, 4.58], [6.63, 3.86, 4.26], [5.38, 3.13, 4.26], [5.46, 1.78, 3.71], [5.85, 1.63, 2.24], [4.88, 2.11, 1.32], [4.93, 3.50, 1.06], [4.07, 7.04, 3.04], [3.74, 5.52, 3.89], [4.37, 6.93, 4.78], [5.89, 5.44, 5.53], [7.39, 5.81, 4.69], [7.31, 3.43, 5.00], [7.13, 3.82, 3.28], [4.69, 3.65, 3.73], [4.48, 1.32, 3.84], [6.16, 1.20, 4.31], [5.93, 0.55, 2.04], [6.83, 2.05, 2.01], [5.95, 3.89, 1.11], [4.29, 4.06, 1.75], [4.55, 3.66, 0.05]],
  "mulliken_charge": [-0.745, -0.425, 0.126, -0.958, -0.227, 0.076, -0.153, -0.900, -0.064, -0.572, 0.172, 0.051, 0.239, -0.199, -0.636, -0.453, -0.302, -0.171, -0.718, -0.693, 0.692, -0.040, -0.327, -0.299, -0.421, 0.449, 0.010, -0.064, 0.470, 0.385, 0.224, 0.581, 0.497, -0.311, 0.372, 0.073, 0.201, 0.323, 0.359, 0.363, 0.107, 0.373, 0.405, 0.284, 0.262, 0.465, 0.320, 0.350, 0.287, -0.720, -0.356, -0.810, -0.209, -0.255, -1.178, 0.229, 0.005, -0.373, 0.201, 0.349, 0.402, 0.389, 0.438, 0.375, 0.167, 0.064, 0.384, 0.360, -0.274, 0.429, 0.405, -0.287, 0.378, -0.694, -0.380, -0.947, 0.064, -0.280, 0.027, -0.576, -0.458, -0.530, 0.255, 0.293, 0.329, 0.447, 0.374, 0.147, 0.207, 0.124, 0.377, -0.239, 0.311, 0.384, 0.272, 0.176, 0.298, -0.532, -0.256, -0.650, -0.335, -0.239, -0.683, -0.495, -0.440, -0.379, 0.066, 0.363, 0.329, 0.213, 0.385, 0.414, 0.175, -0.003, 0.368, 0.400, 0.351, 0.350, 0.255, 0.045, 0.339, -0.683, -0.335, -0.790, -0.196, -0.242, -0.700, -0.621, -0.337, -0.596, 0.237, 0.262, 0.349, 0.400, 0.393, 0.384, 0.185, -0.012, 0.352, 0.411, 0.400, 0.390, 0.360, 0.097, 0.316],
  "charge": 0,
  "homo_energy_ev": -8.41
}


No. 2
{
  "formula": "C22H57BN4O8S",
  "method": "ωB97M-V/def2-TZVPD",
  "symbols": ["C", "C", "S", "C", "O", "C", "O", "O", "B", "O", "C", "C", "H", "H", "H", "H", "H", "H", "H", "H", "H", "H", "H", "H", "H", "C", "O", "C", "C", "C", "N", "H", "H", "H", "H", "H", "H", "H", "H", "H", "H", "H", "C", "O", "C", "C", "C", "N", "H", "H", "H", "H", "H", "H", "H", "H", "H", "H", "H", "C", "O", "C", "C", "C", "N", "H", "H", "H", "H", "H", "H", "H", "H", "H", "H", "H", "C", "O", "C", "C", "C", "N", "H", "H", "H", "H", "H", "H", "H", "H", "H", "H", "H"],
  "coordinates": [[-3.74, -1.80, 4.06], [-3.26, -2.66, 5.37], [-2.62, -1.64, 6.81], [-1.67, -0.13, 6.24], [-0.25, -0.11, 6.68], [0.43, -1.35, 6.27], [0.92, -2.27, 7.10], [0.67, -1.60, 4.81], [2.00, -1.02, 4.55], [3.30, -1.71, 4.62], [2.07, 0.62, 4.20], [3.26, 0.98, 3.11], [-2.99, -0.98, 3.70], [-4.84, -1.37, 4.23], [-3.82, -2.58, 3.17], [-2.52, -3.52, 5.02], [-4.23, -3.24, 5.77], [-1.66, 0.06, 5.09], [-2.17, 0.82, 6.78], [3.20, -2.69, 4.79], [1.05, 0.94, 3.69], [2.24, 1.22, 5.20], [4.34, 0.99, 3.58], [3.20, 0.28, 2.17], [3.02, 2.07, 2.73], [5.98, 4.08, -1.47], [4.97, 3.38, -2.17], [5.13, 1.96, -2.18], [4.60, 1.25, -0.90], [5.53, 1.40, 0.30], [3.27, 1.73, -0.54], [6.96, 3.60, -1.56], [5.70, 4.18, -0.42], [6.04, 5.09, -1.89], [4.54, 1.59, -3.03], [6.18, 1.69, -2.38], [4.53, 0.18, -1.13], [5.48, 2.39, 0.76], [5.25, 0.68, 1.08], [6.57, 1.20, 0.02], [2.63, 1.55, -1.31], [3.31, 2.76, -0.50], [-2.81, -2.48, 0.42], [-2.39, -1.13, 0.61], [-0.98, -0.97, 0.74], [-0.21, -0.92, -0.60], [-0.03, -2.30, -1.25], [-0.87, -0.03, -1.57], [-2.19, -3.18, 0.98], [-2.82, -2.72, -0.64], [-3.84, -2.56, 0.79], [-0.84, 0.00, 1.24], [-0.56, -1.72, 1.42], [0.79, -0.53, -0.40], [-0.95, -2.67, -1.71], [0.73, -2.25, -2.04], [0.31, -3.03, -0.51], [-0.90, 0.91, -1.17], [-1.85, -0.31, -1.62], [-5.95, -5.03, -5.17], [-5.36, -6.07, -4.41], [-3.94, -6.14, -4.49], [-3.20, -5.17, -3.54], [-3.20, -3.72, -4.03], [-3.76, -5.21, -2.19], [-5.40, -4.84, -6.10], [-6.01, -4.12, -4.57], [-6.97, -5.32, -5.43], [-3.67, -7.16, -4.20], [-3.60, -6.02, -5.53], [-2.15, -5.49, -3.49], [-4.17, -3.23, -3.89], [-2.46, -3.13, -3.48], [-2.94, -3.66, -5.09], [-3.68, -6.16, -1.83], [-4.77, -5.08, -2.27], [2.02, 4.76, -2.76], [1.33, 4.14, -1.69], [0.97, 5.03, -0.62], [-0.33, 5.83, -0.87], [-0.15, 7.00, -1.84], [-1.41, 4.97, -1.37], [2.68, 5.57, -2.42], [1.30, 5.14, -3.49], [2.63, 4.00, -3.26], [0.81, 4.39, 0.25], [1.81, 5.69, -0.37], [-0.64, 6.26, 0.09], [-0.07, 6.68, -2.88], [-1.01, 7.68, -1.78], [0.75, 7.58, -1.59], [-1.59, 4.24, -0.67], [-1.04, 4.45, -2.17]],
  "mulliken_charge": [-0.587, -0.385, -0.112, -0.230, -0.260, 0.527, -0.523, -0.303, 0.634, -0.555, -0.490, -0.714, 0.151, 0.284, 0.118, 0.296, 0.311, 0.124, 0.295, 0.320, 0.166, 0.271, 0.319, 0.106, 0.220, -0.759, -0.250, -0.874, 0.321, -1.418, -0.286, 0.323, 0.265, 0.251, 0.345, 0.473, 0.408, 0.271, 0.299, 0.397, 0.213, 0.074, -0.511, -0.464, -0.467, 0.699, -1.249, -0.673, 0.313, 0.042, 0.302, 0.206, 0.354, 0.174, -0.087, 0.411, 0.347, 0.184, 0.364, -0.629, -0.382, -0.777, 0.325, -1.147, -0.545, 0.291, 0.232, 0.252, 0.364, 0.404, 0.363, 0.264, 0.080, 0.394, 0.264, 0.283, -0.741, -0.286, -0.699, 0.310, -1.413, -0.745, 0.347, 0.257, 0.188, 0.317, 0.437, 0.411, 0.269, 0.366, 0.341, 0.276, 0.346],
  "charge": 0,
  "homo_energy_ev": -9.17
}


No. 3
{
  "formula": "C19H28N16Ti",
  "method": "ωB97M-V/def2-TZVPD",
  "symbols": ["Ti", "N", "C", "N", "N", "N", "N", "C", "N", "N", "N", "N", "H", "C", "N", "C", "C", "C", "N", "C", "C", "H", "H", "H", "H", "H", "H", "H", "H", "H", "H", "H", "H", "H", "H", "H", "H", "C", "C", "N", "C", "C", "N", "C", "N", "N", "N", "C", "C", "C", "C", "C", "C", "H", "H", "H", "H", "H", "H", "H", "H", "H", "H", "H"],
  "coordinates": [[-0.54, -0.03, 0.12], [0.17, 0.67, -3.22], [0.10, 1.68, -2.31], [0.08, 2.98, -2.53], [-0.11, 3.54, -1.37], [-0.20, 2.69, -0.43], [-0.05, 1.45, -0.96], [-0.40, -0.53, -2.89], [-0.85, -1.48, -3.67], [-1.40, -2.37, -2.87], [-1.31, -2.04, -1.65], [-0.65, -0.86, -1.58], [0.30, 0.89, -4.20], [1.87, -1.44, 0.15], [0.57, -1.72, 0.80], [0.26, -3.15, 0.58], [0.62, -1.54, 2.27], [1.13, -0.16, 2.64], [0.43, 0.90, 1.88], [-0.79, 1.32, 2.59], [1.34, 2.07, 1.84], [2.70, -1.90, 0.69], [2.06, -0.36, 0.05], [1.87, -1.88, -0.85], [1.06, -3.77, 0.98], [0.14, -3.37, -0.48], [-0.67, -3.42, 1.09], [1.28, -2.29, 2.73], [-0.40, -1.72, 2.66], [2.20, -0.10, 2.42], [1.01, 0.00, 3.72], [-0.54, 1.75, 3.57], [-1.47, 0.47, 2.76], [-1.30, 2.10, 2.01], [1.79, 2.22, 2.83], [0.81, 2.97, 1.57], [2.14, 1.90, 1.12], [-3.44, 2.31, -0.32], [-3.52, 0.94, 0.23], [-2.52, 0.05, 0.34], [-3.09, -1.12, 0.82], [-4.41, -0.91, 1.02], [-4.67, 0.38, 0.65], [-5.96, 1.01, 0.81], [-6.31, 1.00, 2.19], [-7.38, 0.30, 2.64], [-7.52, 0.45, 3.87], [-6.54, 1.26, 4.36], [-6.27, 1.72, 5.65], [-5.16, 2.51, 5.81], [-4.32, 2.82, 4.73], [-4.57, 2.39, 3.44], [-5.71, 1.62, 3.27], [-2.42, 2.60, -0.54], [-3.85, 3.04, 0.38], [-4.01, 2.37, -1.24], [-2.54, -2.05, 0.91], [-5.19, -1.56, 1.38], [-6.73, 0.44, 0.28], [-5.92, 2.03, 0.42], [-6.92, 1.46, 6.46], [-4.92, 2.90, 6.78], [-3.44, 3.42, 4.92], [-3.92, 2.65, 2.62]],
  "mulliken_charge": [-0.014, -0.063, 0.173, -0.447, -0.594, -0.279, 0.840, 0.202, -0.455, -0.502, -0.365, 0.913, 0.315, -0.743, 0.029, -1.188, -0.706, -0.976, 1.096, -1.434, -1.257, 0.425, 0.236, 0.439, 0.444, 0.414, 0.438, 0.432, 0.413, 0.545, 0.382, 0.566, 0.441, 0.327, 0.404, 0.426, 0.369, -1.241, 0.962, 0.778, -0.558, -0.934, 0.190, -1.127, 0.700, -0.707, -0.463, 0.167, -0.758, -0.562, -0.773, -0.288, 1.173, -0.181, 0.493, 0.492, 0.379, 0.535, 0.335, 0.536, 0.464, 0.401, 0.432, 0.308],
  "charge": 2,
  "homo_energy_ev": -14.00
}


Here are the calculated energy relative to the best compared isomer or geometry (same formula, charge and spin) numbers, same order: 0.000; 4.264; 0.502 (eV).